Formula: C33H35F5HgN4OP2
Source: the OMol25 dataset
Level of theory: wB97M-V/def2-TZVPD

The geometry in ORCA input format:
```
! wB97M-V def2-TZVPD RIJCOSX def2/J DEFGRID3
* xyz 0 1
C -4.1654 -2.4128 -7.9839
H 2.0717 -4.1202 -7.4653
H 2.9061 2.5142 -1.8953
Hg 0.0764 -3.4535 -3.5062
H 3.1721 -3.9307 -11.6954
H -1.5436 -0.3754 -10.0274
F 0.5436 1.2184 2.3136
C 3.4199 0.3139 -6.7938
H 1.1558 -3.3672 -0.9860
C 2.4334 -2.4505 -10.2576
H -1.1054 2.2256 -3.5458
H -1.4262 1.8800 0.3736
C -1.1556 0.3097 5.3775
N 2.7855 -0.2167 -7.9171
N -3.5264 -1.1871 -8.2219
C 0.4335 0.7104 -3.6000
H -2.0203 0.5150 -1.3599
C -5.5023 -1.1830 -9.3477
C -1.2227 1.2502 -1.5803
H -6.1030 -3.2287 -8.6360
C -1.8377 2.8794 -6.5935
C 4.4052 1.2028 -8.6351
C -2.0674 -0.6436 4.9077
F -3.0182 -1.8240 3.1201
C -0.0210 3.2299 -0.5285
H 5.0407 1.7635 -9.3076
H 3.0567 -5.6264 -9.5488
C -2.1809 1.8234 -8.5685
C -1.3050 -0.2370 2.5835
C 4.4338 1.1691 -7.2054
H 0.9943 -1.7016 -1.5994
P -1.8823 -0.9721 -7.6130
O -1.4374 -0.4342 1.3567
N 2.1043 -2.5183 -8.8982
H 3.0070 0.1462 -10.0370
C 3.3699 0.3684 -9.0434
C -0.3456 0.6710 3.1570
C 0.4692 -2.6598 -1.4837
H 2.6018 0.7321 -3.4135
C -4.3479 -0.4520 -9.0893
H -1.6391 0.5752 -3.4533
H -0.6391 4.1393 -0.4778
C 0.8756 3.3800 -1.7809
C -5.3799 -2.4290 -8.6449
C -0.8850 1.2698 -3.0497
H 0.4307 0.6289 -8.8590
H -4.0624 0.5254 -9.4391
H -1.5499 0.9285 -5.5117
F -2.8306 -1.3079 5.8069
P 1.3755 -1.3313 -7.7857
C -0.8986 2.0478 -0.5627
H -3.6781 -3.1349 -7.3563
H -2.3489 1.5534 -9.6063
H 3.1033 0.0100 -5.8119
C -1.7518 1.5075 -6.3919
C -1.0070 -0.9497 -9.2554
C 2.2952 -3.8425 -8.4842
C -0.3023 0.9737 4.4933
C -2.1146 3.0836 -7.9783
H 0.4371 0.8819 -4.6925
F -1.0710 0.5757 6.6901
H -1.7101 3.6460 -5.8456
C 2.7851 -4.5811 -9.5540
H 1.5451 4.1991 -1.4939
H 0.5495 3.2342 0.4172
H -0.9995 -1.9932 -9.5981
N -2.0250 0.8441 -7.5843
C 1.8721 2.3317 -2.2497
H 0.2702 3.7628 -2.6178
C 2.8610 -3.7019 -10.6834
F 0.6027 1.8621 4.9554
H 2.3439 -1.5287 -10.8213
H 0.9291 -0.4922 -10.1017
H 5.1060 1.7246 -6.5730
H 0.4207 -0.3819 -3.4699
H -0.4375 -2.4876 -0.8774
H -2.2495 4.0274 -8.4964
C 1.6961 1.2631 -3.0471
H -6.3276 -0.8609 -9.9669
C 0.4333 -0.4356 -9.1226
C -2.1398 -0.9067 3.5587
*
```

E_HOMO (alpha / beta) = -8.22 / -7.24 eV
energy = -2907.96141 Ha
LUMO energy (alpha / beta) = -0.9283 / -2.9266 eV
molecular weight = 861.20 g/mol